Arrangement A

20 unconnected molecules or ions with the total composition H39O20, computed with ωB97M-V/def2-TZVPD.

```
59
Properties=species:S:1:pos:R:3:mulliken_charge:R:1
O 2.607 1.682 1.357 -0.69
H -2.226 -0.176 -3.952 0.35
O 4.016 -1.163 0.520 -0.61
H 3.923 -1.095 -0.438 0.32
H 3.231 -0.714 0.840 0.27
O 0.434 -0.761 3.940 -0.52
H -2.586 -2.414 2.047 0.29
H -0.050 -1.567 3.648 0.34
O -0.017 4.634 -3.009 -0.61
H -0.656 4.650 -3.721 0.30
H -0.844 -3.000 -0.447 0.23
O 0.100 -2.936 -0.286 -0.63
H 2.147 0.915 0.997 0.29
H 1.164 -0.573 3.359 0.14
O 2.965 -1.383 4.984 -0.61
H 1.949 2.383 1.365 0.27
H 0.868 4.821 -3.317 0.30
O -3.555 -0.832 -2.153 -0.65
H -3.912 -1.116 -1.297 0.30
H -2.637 -1.018 -1.923 0.38
O 0.327 2.971 3.635 -0.61
H 2.903 -0.479 4.593 0.30
H -2.948 2.290 0.431 0.29
O -2.622 -3.926 -4.183 -0.65
H -2.933 -2.997 -4.126 0.36
H -1.971 -3.817 -3.472 0.29
O -4.569 0.807 2.889 -0.64
H -3.801 0.218 2.866 0.35
H -4.704 1.331 2.094 0.29
O 1.270 -0.820 -0.071 -0.58
H 3.847 2.081 0.428 0.45
H 1.283 -1.679 -0.481 0.29
O -2.378 -0.096 -4.895 -0.63
H 3.334 1.393 -3.995 0.28
H 2.760 -1.700 4.063 0.33
O 4.816 2.414 0.523 -0.67
H 5.206 2.033 1.306 0.27
H 0.073 2.263 4.224 0.30
O -2.623 -1.502 1.762 -0.67
H 0.757 3.769 3.923 0.31
H -1.668 -1.212 1.847 0.38
O 0.775 -4.987 -2.629 -0.64
H 0.587 -4.974 -3.564 0.31
H 0.195 -4.724 -1.892 0.32
O -0.473 -2.548 2.076 -0.93
H -0.393 -3.286 2.688 0.09
H 0.104 -3.002 0.741 0.31
O 2.955 0.834 -3.295 -0.57
H 0.935 -0.952 0.851 0.34
H 3.769 0.820 -2.776 0.29
O -2.870 2.554 -0.501 -0.62
H -3.105 1.739 -0.994 0.33
H -2.097 0.775 -5.191 0.27
O -0.925 -0.820 -1.846 -0.58
H -0.543 0.035 -1.654 0.27
H -0.842 -1.488 -1.167 0.31
O -0.270 5.872 1.090 -0.64
H 0.045 5.106 1.603 0.32
H -1.223 5.748 1.186 0.31
```

## Properties
gap between HOMO and LUMO: 8.81 eV
HOMO level: -6.808 eV
charge: -1

Arrangement B

20 unconnected molecules or ions with the total composition H39O20, computed with ωB97M-V/def2-TZVPD.

```
59
Properties=species:S:1:pos:R:3:mulliken_charge:R:1
O -0.735 3.779 3.342 -0.64
H -0.494 -1.993 0.789 0.47
O -2.876 -2.417 -1.649 -0.66
H -3.011 -1.528 -2.142 0.36
H -2.532 -2.145 -0.946 0.24
O -1.502 4.352 -0.379 -0.72
H 4.239 0.744 -2.657 0.35
H -2.141 4.039 0.313 0.34
O 3.117 -1.874 2.740 -0.72
H 2.868 -1.055 3.149 0.35
H -0.490 -2.468 -1.171 0.31
O -0.480 -2.861 -1.978 -0.67
H 2.089 0.861 -1.219 0.46
H -2.276 4.040 -1.041 0.37
O 1.556 0.486 3.956 -0.72
H -0.689 4.660 3.195 0.27
H -1.002 3.422 2.430 0.37
O 3.266 1.489 2.281 -0.61
H 2.411 1.242 2.790 0.34
H 2.919 2.391 1.917 0.33
O 1.028 -2.074 -5.342 -0.64
H 1.193 1.254 4.410 0.29
H -4.978 1.590 2.369 0.31
O -1.068 1.742 0.695 -0.25
H -1.024 2.747 0.501 0.16
H -1.371 1.242 -0.133 0.20
O -1.565 -2.095 0.456 -0.60
H -2.006 -2.753 1.175 0.25
H -4.918 2.437 0.934 0.32
O 2.893 1.572 -1.238 -0.65
H 3.947 -2.053 2.230 0.32
H 2.402 2.527 -1.356 0.24
O 0.573 1.191 -2.164 -0.80
H 2.482 -5.517 -0.138 0.33
H 0.705 -0.186 4.093 0.34
O -3.880 2.226 -1.041 -0.64
H -4.174 2.614 -1.703 0.16
H 1.188 -1.120 -5.506 0.30
O 5.176 0.719 -2.171 -0.65
H 1.969 -2.358 -5.056 0.32
H 5.015 0.799 -1.244 0.31
O -4.227 -0.094 2.734 -0.71
H -3.341 0.029 2.536 0.31
H -4.792 0.013 1.929 0.34
O 0.993 -1.490 1.136 -0.64
H 1.610 -1.854 1.757 0.32
H -0.267 0.762 -1.643 0.35
O 2.652 -4.656 0.492 -0.61
H 0.756 -0.499 1.204 0.26
H 1.768 -4.314 0.386 0.27
O -4.483 2.228 1.860 -0.61
H -1.142 -2.527 -2.671 0.33
H 0.398 2.107 -1.835 0.30
O 2.124 -3.122 -2.590 -0.63
H 2.387 -2.408 -1.970 0.24
H 1.124 -3.280 -2.503 0.48
O -1.980 0.541 -1.305 -1.09
H -2.399 -0.135 -0.729 0.18
H -3.064 1.543 -1.131 0.49
```

## Properties
gap between HOMO and LUMO: 8.82 eV
HOMO level: -6.875 eV
charge: -1

arrangement A is preferred energetically. Next in line: 0.1308 hartree higher.

Arrangement A

2 unconnected molecules or ions with the total composition C2H6OS2, computed with ωB97M-V/def2-TZVPD.

```
11
Properties=species:S:1:pos:R:3:mulliken_charge:R:1
C 2.253 1.953 1.248 -0.33
S 3.304 0.851 0.720 -0.19
H 1.190 1.779 1.423 0.23
H 2.672 2.841 1.597 0.28
C -0.457 -0.899 -0.989 -0.59
S -1.479 -1.530 0.320 0.07
O -2.958 -1.799 -0.427 -0.50
H -0.731 0.167 -0.934 0.20
H -0.699 -1.258 -2.031 0.28
H 0.645 -0.971 -0.668 0.20
H -3.740 -1.135 -0.257 0.34
```

## Properties
gap between HOMO and LUMO: 7.89 eV
SMILES string: C=S.CSO
HOMO level: -8.463 eV
charge: 0

Arrangement B

A molecular structure, C2H6OS2, computed with ωB97M-V/def2-TZVPD.

```
11
Properties=species:S:1:pos:R:3:mulliken_charge:R:1
C 1.633 0.862 -0.605 -0.75
C -0.911 -0.053 -0.116 -0.11
O -0.077 -1.656 0.519 -0.59
S -2.541 0.136 0.526 -0.16
S 0.245 1.177 0.483 0.05
H 1.960 -0.214 -0.430 0.28
H 2.482 1.525 -0.413 0.32
H 1.163 0.608 -1.628 0.22
H -0.906 -0.178 -1.116 0.29
H -0.781 -2.253 0.858 0.26
H -2.268 0.047 1.922 0.17
```

## Properties
gap between HOMO and LUMO: 9.45 eV
HOMO level: -8.936 eV
charge: 0

arrangement A is preferred energetically. Next in line: 0.0065 hartree higher.

Arrangement A

5 unconnected molecules or ions with the total composition C3H16NO4, computed with ωB97M-V/def2-TZVPD.

```
24
Properties=species:S:1:pos:R:3:mulliken_charge:R:1
C 1.359 2.552 0.891 -1.02
C 0.910 1.129 1.110 -0.07
C 0.791 0.265 0.107 -0.38
N 0.076 -0.999 0.293 -0.03
H 1.395 2.687 -0.197 0.31
H 0.539 3.143 1.273 0.31
H 2.376 2.777 1.160 0.32
H 0.242 0.892 1.939 0.23
H 0.872 0.574 -0.925 0.38
H -0.749 -0.926 -0.341 0.39
H 0.657 -1.824 0.118 0.39
H -0.317 -1.025 1.247 0.25
H -2.234 1.681 -2.732 0.34
H -1.918 1.595 -4.213 0.31
O -1.585 1.322 -3.350 -0.69
H -2.200 -1.355 2.955 0.29
H -1.073 -1.018 3.928 0.31
O -1.328 -0.944 3.002 -0.64
H 3.027 -2.093 -0.783 0.34
H 2.849 -3.118 0.338 0.34
O 2.372 -2.676 -0.375 -0.69
H -1.897 -0.219 -2.221 0.37
H -2.114 -1.656 -1.798 0.37
O -2.049 -0.767 -1.425 -0.74
```

## Properties
gap between HOMO and LUMO: 11.02 eV
HOMO level: -13.596 eV
charge: +1

Arrangement B

5 unconnected molecules or ions with the total composition C3H16NO4, computed with ωB97M-V/def2-TZVPD.

```
24
Properties=species:S:1:pos:R:3:mulliken_charge:R:1
C 0.042 -2.843 -0.323 -1.25
C -0.280 -1.526 -0.982 0.73
C -0.868 -1.055 -2.077 -0.73
N 0.222 -0.261 -0.094 -0.26
H -0.216 -2.690 0.591 0.37
H -0.401 -3.629 -0.788 0.43
H 1.196 -2.844 -0.335 0.29
H -0.977 0.179 -2.429 0.14
H -1.068 -1.770 -2.876 0.31
H -0.201 0.573 -0.455 0.15
H 1.129 -0.110 -0.417 0.52
H 0.063 -0.445 0.844 0.32
H 0.076 2.588 2.016 0.27
H 0.178 3.133 0.590 0.27
O 0.093 2.343 1.115 -0.52
H 2.484 1.116 0.655 0.30
H 2.208 1.980 -0.692 0.28
O 2.070 1.172 -0.203 -0.61
H -0.623 -0.686 4.032 0.33
H 0.457 -1.624 3.771 0.32
O -0.276 -1.288 3.272 -0.64
H -1.327 3.122 -1.390 0.28
H -2.406 2.328 -2.204 0.31
O -1.573 2.236 -1.620 -0.61
```

## Properties
gap between HOMO and LUMO: 10.73 eV
HOMO level: -13.671 eV
charge: +1

Arrangement C

4 unconnected molecules or ions with the total composition C3H16NO4, computed with ωB97M-V/def2-TZVPD.

```
24
Properties=species:S:1:pos:R:3:mulliken_charge:R:1
C 0.727 -0.081 1.856 -0.75
C -0.778 0.010 1.513 0.59
C -1.555 1.314 1.722 -1.38
O -0.845 -0.491 0.215 -0.69
N 1.519 -0.558 0.647 -0.22
H 1.183 1.012 2.043 0.27
H 1.030 -0.739 2.767 0.29
H -1.232 -0.928 2.156 0.23
H -1.821 1.389 2.765 0.39
H -2.553 1.279 1.068 0.26
H -1.094 2.148 1.285 0.43
H -1.238 0.015 -0.616 0.42
H 2.246 0.096 0.360 0.35
H 0.897 -0.811 -0.069 0.39
H 2.132 -1.310 0.938 0.38
H 2.297 -0.722 -2.307 0.34
H 2.743 -1.776 -1.361 0.32
O 2.803 -0.842 -1.495 -0.65
H 0.040 -0.139 -3.097 0.33
H 0.914 1.206 -3.060 0.31
O 0.703 0.370 -2.624 -0.65
H -2.834 -0.926 -1.380 0.33
H -2.719 0.472 -2.052 0.30
O -2.565 0.013 -1.272 -0.59
```

## Properties
gap between HOMO and LUMO: 10.52 eV
HOMO level: -13.531 eV
charge: +1

arrangement A is preferred energetically. Next in line: 0.0569 hartree higher.

Arrangement A

A single C10H11N3OS molecule, computed with ωB97M-V/def2-TZVPD.

```
26
Properties=species:S:1:pos:R:3:mulliken_charge:R:1
C -0.375 -3.546 -0.938 -1.38
C -1.108 -2.639 -0.002 0.06
N -2.004 -3.194 0.896 -0.05
N -2.652 -2.146 1.611 -0.25
C -2.195 -0.924 1.132 0.31
O -2.427 0.329 1.276 -0.67
C -1.158 -1.288 0.181 0.73
C -0.422 -0.070 -0.396 -0.33
N 0.852 -0.181 -0.929 -0.45
C 1.511 0.965 -1.470 -0.55
C 1.423 2.230 -0.553 0.35
C 1.809 2.320 0.742 -0.31
C 1.607 3.721 1.156 -0.54
C 1.421 4.633 0.128 -0.36
S 1.197 3.809 -1.382 -0.18
H -0.884 -4.064 -1.769 0.36
H 0.124 -4.410 -0.417 0.32
H 0.330 -2.996 -1.547 0.34
H -2.494 -4.099 0.742 0.27
H -2.974 -2.325 2.528 0.25
H -0.955 0.868 -0.473 0.40
H 2.668 0.696 -1.630 0.23
H 1.062 1.224 -2.464 0.35
H 2.132 1.394 1.192 0.41
H 1.965 3.927 2.156 0.36
H 1.550 5.768 0.229 0.32
```

## Properties
gap between HOMO and LUMO: 8.86 eV
SMILES string: Cc1[nH][nH]c(=O)c1/C=N/Cc1cccs1
HOMO level: -8.309 eV
charge: 0

Arrangement B

A single C10H11N3OS molecule, computed with ωB97M-V/def2-TZVPD.

```
26
Properties=species:S:1:pos:R:3:mulliken_charge:R:1
C -3.861 0.946 0.392 -0.57
O -3.225 -0.018 1.290 -0.39
C -1.848 -0.019 1.288 0.30
C -1.312 -0.605 2.334 -0.23
C 0.041 -0.806 2.281 0.74
C 0.720 -1.785 3.135 -1.27
N 0.711 -0.400 1.187 -0.54
C 0.132 0.292 0.257 0.03
C 0.713 0.447 -1.107 0.21
C -0.025 0.546 -2.275 -0.33
S 1.004 0.845 -3.702 -0.13
C 2.350 0.709 -2.589 0.61
C 3.726 0.439 -3.213 -1.17
N 2.045 0.514 -1.263 -0.56
N -1.168 0.540 0.353 -0.37
H -3.441 1.996 0.553 0.29
H -4.948 0.916 0.550 0.26
H -3.602 0.775 -0.697 0.20
H -1.828 -0.917 3.226 0.42
H 0.975 -1.272 4.042 0.29
H 1.523 -2.153 2.611 0.45
H -0.025 -2.585 3.546 0.28
H -1.102 0.489 -2.324 0.43
H 3.950 0.859 -4.142 0.40
H 3.943 -0.564 -3.212 0.33
H 4.553 0.812 -2.522 0.30
```

## Properties
gap between HOMO and LUMO: 9.09 eV
SMILES string: COc1cc(C)nc(-c2csc(C)n2)n1
HOMO level: -8.694 eV
charge: 0

arrangement B is preferred energetically. Next in line: 0.0778 hartree higher.

Arrangement A

A molecular structure, C3H6O3P, computed with ωB97M-V/def2-TZVPD.

```
13
Properties=species:S:1:pos:R:3:mulliken_charge:R:1
C -0.867 0.620 -0.168 0.55
C -0.318 1.753 -1.090 -0.99
C 0.483 -2.124 0.244 -0.99
O -0.338 -0.057 2.562 -0.69
O -1.955 0.120 -0.301 -0.55
O 1.563 0.764 1.133 -0.69
P 0.292 0.053 1.226 0.75
H 0.243 2.463 -0.493 0.31
H -1.065 2.279 -1.689 0.33
H 0.507 1.378 -1.754 0.23
H -0.353 -2.672 0.705 0.25
H 0.299 -1.988 -0.832 0.24
H 1.508 -2.589 0.455 0.27
```

## Properties
gap between HOMO and LUMO: 7.96 eV
HOMO level: -4.018 eV
charge: -1

Arrangement B

A gas-phase ion, C3H6O3P (charge -1), computed with ωB97M-V/def2-TZVPD.

```
13
Properties=species:S:1:pos:R:3:mulliken_charge:R:1
C -0.543 0.540 1.996 -0.83
C -0.670 0.282 0.582 0.46
O -2.115 0.008 0.046 -0.65
P 0.863 0.069 -0.352 0.87
C 0.350 -0.646 -1.990 -0.95
O 1.514 -0.995 0.492 -0.75
O 1.477 1.412 -0.497 -0.75
H -1.228 -0.284 2.310 0.22
H -0.983 1.554 2.232 0.26
H 0.603 0.396 2.127 0.29
H 0.457 0.201 -2.643 0.27
H 0.970 -1.579 -2.365 0.25
H -0.695 -0.956 -1.939 0.32
```

## Properties
gap between HOMO and LUMO: 8.90 eV
SMILES string: CC(=O)[P@](C)(=O)[O-]
HOMO level: -5.010 eV
charge: -1

Arrangement C

A gas-phase ion, C3H6O3P (charge -1), computed with ωB97M-V/def2-TZVPD.

```
13
Properties=species:S:1:pos:R:3:mulliken_charge:R:1
C 2.648 0.762 -0.056 -0.95
C 1.302 0.599 0.108 0.14
O 0.499 0.114 -0.781 -0.45
P -1.242 0.410 -0.315 0.95
C -1.770 -1.431 0.032 -1.00
O -1.183 1.054 1.022 -0.73
O -1.994 0.947 -1.498 -0.72
H 3.275 1.084 0.796 0.20
H 3.249 0.715 -0.917 0.33
H 0.907 0.828 1.056 0.36
H -2.473 -1.828 -0.703 0.27
H -0.968 -2.013 0.242 0.33
H -2.250 -1.240 1.014 0.27
```

## Properties
gap between HOMO and LUMO: 8.76 eV
SMILES string: C=CO[P@@](C)(=O)[O-]
HOMO level: -4.572 eV
charge: -1

Arrangement D

A molecular structure, C3H6O3P, computed with ωB97M-V/def2-TZVPD.

```
13
Properties=species:S:1:pos:R:3:mulliken_charge:R:1
C 0.465 -0.601 0.342 0.77
C -0.906 -0.264 0.822 -1.44
C 0.987 0.234 -0.807 -1.37
O 2.879 -1.839 0.468 -0.77
O 1.101 -2.603 2.198 -0.77
O 0.404 -2.267 -0.289 -0.56
P 1.498 -2.023 0.913 1.00
H -1.148 -0.991 1.600 0.32
H -1.469 -0.437 0.002 0.35
H -0.866 0.682 1.202 0.43
H 2.128 0.128 -0.754 0.30
H 0.778 1.220 -0.602 0.43
H 0.598 0.015 -1.739 0.31
```

## Properties
gap between HOMO and LUMO: 8.72 eV
HOMO level: -4.681 eV
charge: -1

arrangement C is preferred energetically. Next in line: 0.0293 hartree higher.

Arrangement A

A gas-phase ion, C5H6NS (charge +1), computed with ωB97M-V/def2-TZVPD.

```
13
Properties=species:S:1:pos:R:3:mulliken_charge:R:1
C 0.038 0.154 3.344 -0.34
C -0.370 -0.161 2.180 0.22
C 1.029 -1.497 -0.343 -0.46
C 0.120 0.986 -1.171 -0.46
C -0.475 -0.288 0.882 -0.07
N -0.923 0.661 -0.096 -0.26
S 0.418 -0.745 -1.834 0.05
H 1.885 -1.071 0.175 0.35
H 0.829 -2.602 -0.355 0.35
H -0.402 1.564 -2.062 0.35
H 0.999 1.274 -0.613 0.39
H -1.327 1.507 0.434 0.45
H -1.821 0.217 -0.542 0.43
```

## Properties
gap between HOMO and LUMO: 7.23 eV
HOMO level: -13.355 eV
charge: +1

Arrangement B

A gas-phase ion, C5H6NS (charge +1), computed with ωB97M-V/def2-TZVPD.

```
13
Properties=species:S:1:pos:R:3:mulliken_charge:R:1
C 0.889 0.881 -2.612 0.20
C 0.317 0.528 -1.344 0.48
C 1.501 0.252 -0.524 0.62
C -1.112 0.348 -1.136 -1.19
C 1.397 -0.218 0.947 -1.06
N 1.585 1.209 -3.462 -0.30
S 2.928 0.700 -1.168 0.11
H -1.868 0.976 -1.720 0.38
H -1.454 0.333 -0.015 0.32
H -1.452 -0.597 -1.422 0.38
H 0.783 0.472 1.652 0.32
H 2.367 -0.343 1.474 0.41
H 0.785 -1.120 0.834 0.34
```

## Properties
gap between HOMO and LUMO (alpha / beta): 6.73 / 7.55 eV
HOMO level (alpha / beta): -14.630 / -15.607 eV
charge: +1

arrangement B is preferred energetically. Next in line: 0.1539 hartree higher.